84
Properties=species:S:1:pos:R:3:mulliken_charge:R:1 method="wB97M-V/def2-TZVPD" homo_lumo_gap_ev=5.1 de_lowest_kcal_mol=28.18 total_charge=-1 homo_energy_ha=-0.1394 fmax_ev_per_a=0.5
Rb -2.298 -0.332 0.448 0.541
C -1.010 -4.169 3.538 -1.066
C -1.059 -2.914 2.899 -0.292
N -0.958 -2.762 1.603 0.462
C -0.814 -3.856 0.810 -0.358
C -0.782 -5.163 1.356 1.147
C -0.873 -5.281 2.763 -0.651
C -0.677 -6.294 0.515 -1.010
C -0.627 -6.100 -0.839 -0.727
C -0.638 -4.817 -1.402 -0.791
C -0.706 -3.655 -0.628 0.270
N -0.774 -2.390 -1.110 0.157
C -0.209 -2.032 -2.279 0.353
C 0.877 -2.669 -2.903 -0.483
C 1.465 -2.190 -4.076 -0.887
C 1.004 -1.070 -4.721 -1.300
C -0.080 -0.368 -4.148 2.328
C -0.613 0.805 -4.734 -0.729
C -1.631 1.481 -4.126 -0.905
C -2.128 0.988 -2.901 -0.224
N -1.670 -0.108 -2.342 -0.115
C -0.675 -0.813 -2.938 -0.811
H -1.089 -4.232 4.615 0.414
H -1.186 -2.008 3.484 0.573
H -0.842 -6.270 3.207 0.383
H -0.657 -7.287 0.948 0.352
H -0.578 -6.958 -1.501 0.363
H -0.616 -4.719 -2.478 0.555
H 1.295 -3.550 -2.436 0.530
H 2.312 -2.729 -4.488 0.350
H 1.448 -0.718 -5.644 0.366
H -0.193 1.154 -5.673 0.381
H -2.057 2.380 -4.554 0.443
H -2.900 1.534 -2.368 0.311
N 0.800 1.308 4.330 -0.654
C 1.873 0.723 3.539 -0.128
C 1.498 -0.694 3.131 0.250
C 2.624 -1.487 2.473 -0.926
C 3.056 -0.971 1.097 -0.623
N 2.079 -1.113 0.024 -0.007
H -0.063 1.375 3.786 0.209
H 1.029 2.243 4.641 0.274
H 2.786 0.696 4.147 0.478
H 2.115 1.296 2.631 -0.148
H 0.626 -0.644 2.472 -0.431
H 1.167 -1.217 4.032 0.520
H 2.314 -2.532 2.366 0.257
H 3.497 -1.482 3.137 0.456
H 3.966 -1.492 0.785 0.521
H 3.323 0.088 1.183 -0.017
H 1.159 -0.819 0.338 -0.209
H 1.964 -2.088 -0.233 0.310
O -4.027 1.435 3.028 -0.537
P -2.678 2.310 2.841 0.503
O -2.479 3.203 3.999 -0.840
O -1.542 1.415 2.414 -0.198
O -3.052 3.252 1.535 -0.150
P -3.859 2.927 0.172 0.731
O -5.168 3.876 0.316 -0.568
O -3.025 3.437 -0.962 -0.574
O -4.354 1.513 0.194 -0.850
H -4.479 1.274 2.186 0.385
H -4.899 4.781 0.130 0.285
C 2.196 4.156 -0.470 -0.793
C 2.087 2.933 0.478 -1.034
N 1.150 1.963 -0.056 0.743
C 1.540 1.586 -1.408 0.503
C 1.390 2.798 -2.358 -0.912
N 1.123 4.005 -1.501 0.125
C -0.223 3.868 -0.829 -1.111
C -0.194 2.541 -0.053 0.963
H 3.149 4.202 -0.997 0.333
H 2.023 5.102 0.042 0.341
H 1.738 3.245 1.462 0.599
H 3.068 2.469 0.592 0.431
H 0.914 0.766 -1.749 -0.920
H 2.563 1.214 -1.391 0.723
H 0.540 2.692 -3.030 0.370
H 2.292 3.002 -2.936 0.212
H 1.106 4.830 -2.092 0.333
H -1.004 3.875 -1.585 0.565
H -0.350 4.738 -0.185 0.018
H -0.886 1.854 -0.531 -0.993
H -0.534 2.663 0.973 0.251